1.
C9H14O | wB97M-V/def2-TZVPD

The calculation puts the energy above the lowest of the compared OMol25 structures with the same formula, charge and spin at 57.8 kcal/mol. As for the structure (SMILES): Cc1ccc(O)cc1.CC. Its orbital gap is 9.356 eV. Its net charge is 0. The highest occupied orbital energy is -8.48 eV. As for the largest force on an atom: 3.99 eV/A.

Each line ends with the Mulliken charge.
Positions of all 24 atoms, in Å:
C  -2.41  0.02  0.90  -1.71
C  -1.19  0.54  0.29  0.71
C  -0.46  1.47  0.96  -0.41
C  0.65  2.07  0.46  -0.68
C  1.16  1.44  -0.68  0.56
O  2.63  1.64  -0.62  -0.50
C  0.31  0.67  -1.49  -0.59
C  -0.89  0.19  -1.03  -0.37
H  -2.46  -0.99  0.59  0.28
H  -3.37  0.43  0.82  0.44
H  -2.59  -0.15  2.04  0.33
H  -0.96  1.71  1.85  0.46
H  1.16  2.88  0.95  0.43
H  3.05  1.60  -1.46  0.30
H  0.68  0.29  -2.44  0.31
H  -1.46  -0.59  -1.49  0.45
C  -0.20  -3.60  -0.11  -1.18
C  0.41  -2.73  1.00  -0.57
H  -1.21  -3.65  -0.03  0.35
H  -0.12  -3.31  -1.12  0.35
H  0.14  -4.57  -0.18  0.43
H  1.22  -2.05  0.62  0.17
H  0.88  -3.20  1.81  0.40
H  -0.27  -1.92  1.30  0.05

2.
C9H14O | wB97M-V/def2-TZVPD

The calculation puts the energy above the lowest of the compared OMol25 structures with the same formula, charge and spin at 36.1 kcal/mol. As for the structure (SMILES): Cc1ccc(O)cc1.CC. Its orbital gap is 9.094 eV. Its net charge is 0. The highest occupied orbital energy is -8.25 eV. As for the largest force on an atom: 3.72 eV/A.

Each line ends with the Mulliken charge.
Positions of all 24 atoms, in Å:
C  2.80  0.83  1.25  -1.31
C  1.49  0.24  1.34  0.99
C  1.14  -0.92  0.63  -0.70
C  -0.21  -1.23  0.55  -0.34
C  -1.25  -0.64  1.37  0.49
O  -2.49  -1.20  1.54  -0.53
C  -0.87  0.56  2.00  -0.56
C  0.50  0.87  2.02  -0.55
H  3.04  1.39  2.26  0.30
H  2.75  1.65  0.47  0.25
H  3.64  0.20  0.93  0.37
H  1.78  -1.40  -0.08  0.35
H  -0.58  -1.98  -0.22  0.20
H  -2.26  -2.12  1.25  0.35
H  -1.65  1.09  2.59  0.36
H  0.69  1.83  2.46  0.32
C  -0.76  -0.51  -2.82  -0.75
C  -1.35  0.79  -2.28  -0.59
H  -0.69  -0.65  -3.92  0.34
H  0.23  -0.75  -2.34  0.15
H  -1.39  -1.39  -2.57  0.23
H  -0.65  1.60  -2.64  0.24
H  -2.36  0.75  -2.68  0.28
H  -1.54  1.00  -1.12  0.12

3.
C9H14O | wB97M-V/def2-TZVPD

The calculation puts the energy above the lowest of the compared OMol25 structures with the same formula, charge and spin at 29.2 kcal/mol. As for the structure (SMILES): Cc1ccc(O)cc1.CC. Its orbital gap is 9.205 eV. Its net charge is 0. The highest occupied orbital energy is -8.31 eV. As for the largest force on an atom: 3.47 eV/A.

Each line ends with the Mulliken charge.
Positions of all 24 atoms, in Å:
C  -2.19  1.12  -1.47  -1.27
C  -1.06  1.46  -0.53  0.77
C  -0.77  0.62  0.62  -0.57
C  0.42  0.98  1.32  -0.33
C  1.20  2.14  1.03  0.50
O  2.25  2.35  1.84  -0.50
C  0.83  2.89  -0.08  -0.38
C  -0.23  2.48  -0.89  -0.68
H  -3.07  1.25  -0.86  0.32
H  -2.20  0.07  -1.85  0.26
H  -2.26  1.82  -2.32  0.32
H  -1.52  -0.10  1.01  0.39
H  0.65  0.48  2.22  0.47
H  2.68  3.10  1.47  0.28
H  1.53  3.71  -0.47  0.16
H  -0.36  2.95  -1.87  0.26
C  0.30  -2.69  0.01  -0.44
C  0.74  -4.15  0.20  -1.26
H  -0.69  -2.76  -0.54  0.23
H  0.37  -2.02  0.90  0.11
H  0.93  -2.19  -0.81  0.26
H  0.10  -4.63  0.92  0.34
H  1.63  -4.10  0.72  0.36
H  0.71  -4.80  -0.59  0.40

4.
C9H14O | wB97M-V/def2-TZVPD

The calculation puts the energy above the lowest of the compared OMol25 structures with the same formula, charge and spin at 55.5 kcal/mol. As for the structure (SMILES): Cc1ccc(O)cc1.CC. Its orbital gap is 9.441 eV. Its net charge is 0. The highest occupied orbital energy is -8.59 eV. As for the largest force on an atom: 4.21 eV/A.

Each line ends with the Mulliken charge.
Positions of all 24 atoms, in Å:
C  0.54  2.15  -0.23  -1.87
C  -0.08  0.87  -0.56  0.91
C  -1.50  0.77  -0.24  -0.46
C  -2.23  -0.32  -0.55  -0.57
C  -1.42  -1.40  -0.99  0.35
O  -1.96  -2.71  -0.78  -0.52
C  -0.16  -1.30  -1.53  -0.55
C  0.61  -0.12  -1.31  -0.26
H  0.56  3.05  -0.95  0.32
H  1.61  2.06  -0.18  0.36
H  0.34  2.67  0.65  0.49
H  -1.74  1.78  0.11  0.37
H  -3.35  -0.38  -0.46  0.36
H  -1.65  -2.94  0.05  0.32
H  0.31  -2.23  -1.83  0.38
H  1.64  0.14  -1.62  0.35
C  2.45  0.17  1.90  -0.74
C  2.35  1.32  2.86  -0.65
H  2.78  0.60  0.93  0.10
H  3.20  -0.41  2.26  0.47
H  1.55  -0.44  1.66  0.20
H  2.05  2.25  2.31  0.15
H  3.35  1.62  3.38  0.28
H  1.60  1.01  3.74  0.20

5.
C9H14O | wB97M-V/def2-TZVPD

The calculation puts the energy above the lowest of the compared OMol25 structures with the same formula, charge and spin at 34.3 kcal/mol. The spin multiplicity is 2. Its expectation value of S² is 0.77. Its orbital gap (alpha / beta) is 10.530 / 6.595 eV. Its net charge is +1. The highest occupied orbital energy (alpha / beta) is -14.34 / -14.37 eV. As for the largest force on an atom: 5.40 eV/A.

Each line ends with the Mulliken charge.
Positions of all 24 atoms, in Å:
C  2.22  -0.92  -1.88  -1.24
C  0.20  -2.55  -1.33  -0.27
C  0.76  -1.28  -1.43  0.50
C  -1.09  -2.65  -0.88  -0.38
C  -0.03  -0.17  -0.93  -0.55
C  -1.80  -1.52  -0.59  0.89
C  -1.31  -0.23  -0.66  -0.71
O  -3.14  -1.78  -0.41  -0.45
H  0.81  -3.53  -1.60  0.31
H  -1.61  -3.66  -0.89  0.38
H  2.53  -0.14  -1.21  0.37
H  2.49  -0.45  -2.83  0.34
H  0.55  0.74  -0.87  0.53
H  -1.93  0.58  -0.37  0.47
H  -3.73  -1.18  0.10  0.38
H  2.83  -1.79  -1.76  0.36
C  -0.20  2.46  2.81  -0.91
C  0.77  2.68  1.63  -0.31
H  -1.09  1.84  2.60  0.26
H  0.27  1.97  3.55  0.35
H  -0.59  3.45  3.12  0.27
H  1.82  2.84  1.96  0.33
H  0.44  3.52  0.94  0.28
H  0.83  1.78  0.94  -0.19

6.
C9H14O2 | wB97M-V/def2-TZVPD

The calculation puts the energy above the lowest of the compared OMol25 structures with the same formula, charge and spin at 42.0 kcal/mol. As for the structure (SMILES): CCCCC1=C(C)COC1=O. Its orbital gap is 10.256 eV. Its net charge is 0. The highest occupied orbital energy is -9.63 eV. As for the largest force on an atom: 4.57 eV/A.

Each line ends with the Mulliken charge.
Positions of all 25 atoms, in Å:
C  1.72  -0.35  1.77  -1.08
C  2.61  -0.52  0.52  -0.46
C  2.09  -0.23  -0.87  -0.62
C  0.76  -0.75  -1.22  -1.00
C  -0.35  -0.17  -0.46  0.55
C  -1.50  -0.73  -0.08  0.81
C  -2.10  -2.10  -0.18  -1.43
C  -2.26  0.41  0.63  -0.53
O  -1.29  1.65  0.58  -0.37
C  -0.37  1.29  -0.24  0.36
O  0.27  2.16  -0.83  -0.66
H  1.48  0.70  1.85  0.30
H  2.27  -0.65  2.72  0.37
H  0.85  -0.99  1.77  0.23
H  2.85  -1.60  0.41  0.28
H  3.56  -0.03  0.69  0.32
H  2.84  -0.72  -1.64  0.33
H  2.01  0.86  -1.15  0.38
H  0.46  -0.70  -2.26  0.36
H  0.72  -1.84  -0.99  0.24
H  -2.62  -2.50  0.68  0.36
H  -1.30  -2.88  -0.32  0.33
H  -2.83  -2.27  -0.95  0.34
H  -3.11  0.92  0.19  0.29
H  -2.49  0.15  1.67  0.27